Record 1
53
Properties=species:S:1:pos:R:3:forces:R:3:mulliken_spin:R:1 method="wB97M-V/def2-TZVPD" lumo_ev="-12.751 / -12.476" mol_weight_g_mol=690.1 e_homo_ha="-0.633 / -0.633" homo_lumo_gap_ev="4.5 / 4.7" multiplicity=2 total_charge=+3
H -0.8368 0.5608 4.3124 0.062 -0.061 0.096 0.00
O 2.9677 3.0743 2.8731 0.062 0.140 0.012 0.00
H -0.5646 3.3239 -4.0214 -0.005 -0.005 0.005 0.00
C -0.4333 -0.0839 3.5299 -0.062 0.032 0.335 -0.01
Si -0.7484 0.8013 -2.7466 -0.489 0.158 -0.468 0.00
C -1.1549 0.2910 2.2541 0.269 0.010 -0.054 0.01
Mo 1.5533 -0.1963 0.9584 0.115 0.056 2.053 0.94
H 3.9729 -1.2598 1.5528 -0.069 -0.033 -0.200 0.00
F 1.0324 -1.7924 0.0210 -0.126 -0.597 -0.321 0.01
H 0.7422 2.0082 4.0848 -0.003 -0.016 0.084 0.00
H -3.9933 5.3942 -2.5607 0.048 0.035 0.064 0.00
C -2.0110 -1.3026 -1.3080 -0.172 0.036 -0.122 0.00
H -3.0227 -2.9228 -0.3395 -0.002 0.000 -0.011 0.00
H 1.7568 -1.2460 4.9891 -0.092 0.131 0.006 0.00
C 2.3842 2.0804 2.7847 -0.195 -0.718 -0.200 0.01
C -1.5542 -3.0991 -3.3947 -0.031 0.033 -0.036 0.00
C -2.4642 -2.6038 -1.2097 -0.035 0.007 -0.021 0.00
F 3.2554 -3.1769 0.1891 0.157 0.081 -0.118 0.00
C 1.5607 1.3315 3.8356 0.025 0.236 0.170 0.02
H 3.7354 -0.2578 3.7071 -0.002 0.004 0.033 0.00
C -3.3430 4.5293 -2.5327 -0.024 0.009 0.011 0.00
H 1.2506 -2.0474 3.4985 0.042 -0.056 0.045 0.02
H -2.6383 -4.5020 -2.1945 0.035 -0.007 0.015 0.00
C -1.0678 -1.8052 -3.4890 0.127 -0.041 0.082 0.00
F 4.5496 -2.4243 -2.1237 -0.101 -0.028 -0.134 0.00
C -2.8611 2.3429 -1.6693 -0.032 -0.041 -0.141 0.00
H -0.5283 -1.5088 -4.3827 0.040 -0.012 0.025 0.00
H -2.0107 5.3109 -4.0246 -0.040 -0.032 -0.055 0.00
O -2.2485 0.6025 2.0404 -0.106 0.009 -0.048 0.00
H 0.5886 0.9947 -3.3270 -0.089 -0.034 -0.175 0.00
N 1.0291 0.0289 3.4142 0.350 -0.225 -1.558 -0.05
H -3.1308 1.5096 -1.0327 0.008 -0.012 0.003 0.00
C -2.2459 -3.4953 -2.2579 -0.012 -0.021 0.004 0.00
H 3.7202 -2.0272 3.7720 -0.013 -0.090 -0.166 0.00
F 1.9291 -1.3679 -2.6524 0.194 -0.009 0.094 0.00
H 2.1913 1.2399 4.7225 -0.046 -0.008 0.038 0.00
F 1.7941 -3.8940 -1.9417 0.255 -0.011 -0.012 0.00
O -0.1802 0.1812 1.1668 0.187 -0.033 -0.559 0.04
F 3.0123 -0.6999 -0.4929 0.307 0.928 0.216 0.00
Sb 2.8464 -2.4657 -1.4752 -0.848 -0.302 -0.001 0.00
C -3.6352 3.4809 -1.6570 -0.040 -0.026 -0.048 0.00
H -2.2457 -0.5987 -0.5181 0.024 0.009 0.009 0.00
O 2.3364 1.3304 1.5294 0.204 0.604 -0.500 0.04
C 3.1784 -1.1509 3.4196 0.189 0.057 0.164 0.00
C -1.4335 3.3553 -3.3730 0.159 0.054 0.184 0.00
C -1.7443 2.2610 -2.5330 0.089 0.136 0.188 0.00
C -1.3039 -0.8869 -2.4502 0.182 -0.119 0.256 0.00
O 3.0929 -1.1742 1.9599 -0.261 -0.192 0.315 0.00
C 1.7665 -1.1724 3.8971 -0.199 0.014 0.533 -0.03
H -0.7171 -1.1094 3.7749 -0.022 -0.017 -0.042 0.00
C -2.2421 4.4759 -3.3781 0.017 -0.016 -0.015 0.00
H -1.4023 -3.7938 -4.2095 -0.009 0.002 -0.001 0.00
H -4.4846 3.5564 -0.9920 -0.022 -0.018 -0.032 0.00


Record 2
46
Properties=species:S:1:pos:R:3:forces:R:3:mulliken_spin:R:1 method="wB97M-V/def2-TZVPD" lumo_ev="-2.133 / -4.059" mol_weight_g_mol=570.0 e_homo_ha="-0.360 / -0.410" homo_lumo_gap_ev="7.7 / 7.1" multiplicity=2 total_charge=+1 e_above_lowest_ev=0.000
H -2.5233 -2.4234 -1.1703 0.007 0.018 0.011 0.00
H 4.9589 -0.6612 4.0241 0.007 0.031 -0.025 0.00
H 0.9612 -1.4136 -2.3752 -0.010 -0.008 0.017 0.03
H 3.3125 2.0614 -1.1679 -0.023 -0.057 0.035 0.00
C -2.1875 0.2285 -3.8843 0.038 -0.014 -0.035 0.00
C -2.0366 0.1642 -2.5115 -0.018 0.044 0.060 0.00
C -2.2446 -1.0827 0.4952 -0.038 -0.046 -0.062 -0.02
C -2.7512 -0.6656 1.7234 0.034 -0.059 0.095 0.00
H -4.3172 -0.8846 3.1677 0.003 0.008 0.001 0.00
C -0.9036 -0.4349 -1.9568 -0.058 0.123 -0.065 -0.01
H 0.6844 -1.3079 -4.8217 -0.001 -0.002 -0.001 0.00
C 2.4971 2.3944 -0.5323 0.128 0.005 -0.097 0.00
H -1.3293 -0.2552 -5.7909 0.001 0.008 -0.001 0.00
N 3.4126 -0.9895 0.4904 0.030 0.118 0.106 0.03
H -0.4810 3.4840 1.5367 -0.003 -0.019 0.005 0.00
H 3.4878 -0.8606 4.8956 0.014 0.020 -0.011 0.00
C -3.9273 -1.2161 2.2148 0.027 0.030 0.006 -0.01
C 0.4393 1.9510 0.3259 -0.425 -0.019 -0.035 -0.02
N 3.9761 -0.8319 1.7602 -0.106 -0.125 -0.053 0.01
C 3.2532 -0.9472 2.8972 0.313 0.112 -0.221 -0.01
S 1.6124 -1.2968 2.9800 0.006 -0.049 0.041 0.06
H -2.2227 0.0613 2.3294 -0.004 0.016 -0.015 0.00
C -0.0788 -0.8959 -4.1755 -0.004 0.005 0.049 0.00
C -1.2071 -0.3028 -4.7169 -0.042 -0.004 0.004 0.00
H -4.5915 -3.4004 -0.2832 -0.004 0.002 -0.005 0.00
H -3.0685 0.6900 -4.3097 -0.002 0.001 0.001 0.00
H 3.1116 -0.0908 0.1193 -0.021 0.009 -0.063 0.00
N -0.6651 1.1010 0.3955 0.266 0.040 0.217 0.03
C 1.4643 4.0397 0.8233 -0.004 0.076 0.021 0.00
C 0.0721 -0.9576 -2.7961 0.068 -0.041 0.021 -0.01
C 0.3879 3.1950 0.9605 0.043 0.058 0.046 0.01
N 3.9533 -0.7056 4.0174 -0.144 -0.089 0.131 0.00
C -4.5932 -2.1936 1.4930 -0.013 -0.018 -0.053 0.01
H 4.9211 -0.4796 1.8074 -0.052 0.047 0.070 0.00
H -5.5114 -2.6183 1.8758 0.005 -0.006 0.011 0.00
C -4.0794 -2.6312 0.2786 -0.004 0.018 0.062 0.00
H 1.4543 5.0110 1.2999 0.002 -0.003 0.006 0.00
C 2.5533 3.6398 0.0532 -0.046 -0.050 0.001 0.00
Hg 1.0788 -2.3034 0.4630 0.055 0.015 0.123 0.63
H 4.0921 -1.4243 -0.1222 -0.062 -0.028 0.034 0.00
C -2.9100 -2.0811 -0.2180 -0.057 -0.020 -0.015 0.03
N 1.4687 1.5445 -0.4015 0.109 -0.099 0.044 0.00
P -0.6734 -0.4889 -0.1647 -0.034 -0.079 -0.398 0.20
H -1.4531 1.4214 0.9376 0.008 0.035 -0.073 0.00
H -2.8058 0.5759 -1.8684 0.009 -0.007 0.017 0.00
H 3.4083 4.2818 -0.0980 0.003 0.000 -0.007 0.00


Record 3
45
Properties=species:S:1:pos:R:3:forces:R:3:mulliken_spin:R:1 method="wB97M-V/def2-TZVPD" lumo_ev="0.235 / -1.193" mol_weight_g_mol=655.4 e_homo_ha="-0.284 / -0.292" homo_lumo_gap_ev="8.0 / 6.8" multiplicity=3 total_charge=0
H 0.3964 4.2289 -0.6668 0.029 0.013 -0.003 0.00
H -0.0172 -5.1512 1.2001 0.024 -0.021 -0.025 0.00
O -1.6450 -0.1988 -0.6659 -0.171 -0.004 0.060 0.12
C -6.1832 0.6869 1.2619 -0.010 -0.013 -0.029 0.00
C 0.7440 -4.8798 0.4708 0.040 0.039 0.139 0.04
H 2.8632 -3.0378 -1.4003 -0.018 -0.001 -0.002 0.00
H 5.3165 0.7165 1.0649 -0.002 -0.005 -0.015 0.00
O 0.7329 1.7343 -0.6742 -0.070 0.267 0.123 0.11
Sb 0.4308 -2.8874 -0.2142 -0.089 0.015 -0.288 0.08
H 4.4838 5.2317 0.2477 -0.030 -0.005 -0.005 0.00
H -1.4522 -2.4657 -2.0736 -0.001 -0.018 -0.002 0.00
C -2.0547 0.0470 0.5039 0.078 -0.089 -0.034 0.01
C 1.4138 3.9445 -0.4305 0.024 0.045 -0.024 0.02
H 5.0186 2.8593 0.3840 -0.016 -0.018 0.002 0.00
H 1.7298 -4.9814 0.9217 -0.033 -0.016 -0.015 0.00
C 3.0159 2.1589 -0.0350 0.214 -0.050 0.075 -0.02
C 3.3961 0.7788 0.1081 -0.087 -0.020 -0.007 -0.01
H 4.9228 -0.6957 0.0748 -0.013 -0.003 -0.005 0.00
H 2.1413 5.9280 -0.2657 -0.006 -0.014 -0.003 0.00
C 3.7155 4.4890 0.0810 -0.117 0.035 -0.046 0.02
Pd 0.4286 -0.1963 0.0645 0.136 0.148 -0.071 1.38
H -5.5796 1.3519 3.2134 0.002 -0.006 -0.007 0.00
H 1.6350 -3.7662 -2.4713 0.049 0.007 -0.008 0.00
H 5.4006 0.8423 -0.6923 0.000 -0.009 0.019 0.00
H -1.1211 -4.2236 -1.9633 -0.042 0.016 -0.019 0.00
H -6.5226 -0.0148 -0.7406 -0.001 0.003 0.001 0.00
C 1.6833 2.5462 -0.3663 -0.108 -0.056 -0.122 0.02
C -3.9104 0.7520 2.0023 -0.072 0.010 0.076 0.00
C 4.8535 0.3868 0.1326 0.036 0.067 0.034 0.01
C -5.2566 0.9690 2.2552 0.074 -0.024 -0.029 0.00
C 1.8573 -2.9329 -1.8048 -0.022 -0.070 0.008 0.01
C 4.0052 3.1585 0.1519 0.008 -0.033 0.035 -0.01
I -8.2101 1.0017 1.6363 -0.049 0.008 0.008 0.00
H 1.8023 -1.9970 -2.3595 -0.004 -0.015 -0.011 0.00
H -4.0999 -0.3677 -1.1839 -0.005 0.004 0.028 0.00
C -4.4380 -0.0036 -0.2221 -0.074 0.046 -0.030 0.00
C -1.2875 -3.3050 -1.4009 0.003 -0.043 0.043 0.00
C -5.7883 0.1997 0.0232 0.102 -0.004 0.023 0.00
H -3.1663 0.9574 2.7606 -0.012 -0.003 -0.019 0.00
O 2.5877 -0.1642 0.2289 0.122 -0.174 0.060 0.06
C 2.3889 4.8742 -0.2114 0.034 0.022 0.014 -0.01
H -2.1661 -3.4143 -0.7660 0.015 -0.008 -0.015 0.00
C -3.5012 0.2698 0.7663 0.015 -0.008 -0.015 0.00
O -1.2296 0.0890 1.4625 0.029 0.040 0.038 0.14
H 0.6654 -5.5191 -0.4078 0.020 -0.056 0.063 0.00


Record 4
47
Properties=species:S:1:pos:R:3:forces:R:3:mulliken_charge:R:1 method="wB97M-V/def2-TZVPD" lumo_ev=0.380 mol_weight_g_mol=432.9 e_homo_ha=-0.289 homo_lumo_gap_ev=8.2 total_charge=0 e_above_lowest_ev=0.310
H -4.2875 -2.9517 4.8031 -0.002 0.002 -0.002 0.35
H -3.9008 -3.6737 7.2550 -0.002 0.001 0.002 0.37
O -0.4160 -1.2197 1.9006 -0.124 0.058 0.053 -1.02
H -4.5282 -2.0707 7.6215 0.000 -0.002 0.004 0.29
C -3.4054 -2.3310 4.9213 0.021 -0.015 0.002 -0.89
H -1.0991 6.2786 -0.8126 0.008 0.002 0.005 0.38
C -0.9065 -2.3470 -1.8273 0.006 -0.017 -0.019 -0.52
S 2.3614 -1.0819 0.0435 -0.248 0.049 -0.075 -0.37
C 0.0786 0.1204 5.3972 -0.001 0.003 0.012 -1.52
H -3.7720 -1.2027 1.9782 0.016 0.002 -0.011 0.32
N -0.6079 2.4979 -0.6349 0.164 -0.021 0.037 0.36
H -4.1501 -2.8491 2.4903 -0.014 0.015 0.001 0.40
C -2.7855 -1.8201 3.7892 -0.021 -0.024 0.010 0.88
H -0.0630 1.1084 4.9609 -0.003 -0.002 0.005 0.31
H 0.2022 -3.7624 -3.0588 -0.014 -0.002 0.006 0.35
O -0.9064 0.8014 2.5774 0.063 -0.161 0.129 -0.76
C -3.3544 -2.1083 2.4251 -0.001 -0.006 -0.012 -1.47
O -0.4812 1.1691 -0.6387 -0.213 -0.026 -0.104 -0.77
N 0.0128 -2.1582 -0.7149 -0.117 -0.044 0.082 -0.05
C -0.9636 5.2065 -0.7663 -0.027 -0.005 -0.014 -0.12
H -1.6135 -3.1415 -1.5944 -0.005 -0.001 -0.019 0.37
H 0.7578 5.3016 0.5027 -0.006 0.006 -0.008 0.38
H -2.9789 -2.5790 8.2908 -0.001 0.000 0.001 0.36
C 0.2785 3.2833 0.0498 0.041 -0.062 -0.005 0.65
H -1.3886 -1.0806 7.3141 0.006 0.003 -0.004 0.29
C -1.1487 -0.7327 5.2186 -0.009 0.006 0.025 0.84
C -1.6563 -1.0150 3.9502 -0.012 0.012 -0.025 0.91
C -1.8419 4.3530 -1.4425 0.021 -0.022 0.012 -0.74
S 1.5765 2.6080 0.9479 -0.148 0.068 -0.107 -0.50
C 1.2228 -1.7078 -1.0142 0.280 0.134 -0.105 0.40
C -3.6160 -2.6323 7.4088 0.000 0.000 -0.003 -1.47
C -1.6325 3.0072 -1.3507 -0.037 0.053 -0.034 -0.19
H -2.2459 2.2582 -1.8259 0.008 -0.011 0.003 0.42
H 0.9432 -0.3322 4.9055 0.002 0.010 -0.008 0.29
H 0.3151 0.2329 6.4542 0.009 -0.007 -0.004 0.39
C 0.0655 4.6737 -0.0387 0.042 0.020 0.018 -0.80
C -0.9710 -0.4398 2.7524 -0.017 0.037 -0.231 0.84
Mg 0.3820 0.4579 0.9524 0.346 -0.009 0.332 0.59
C -2.9181 -2.0756 6.1979 0.007 0.006 -0.017 0.54
H -0.4683 -2.3860 -3.9623 -0.014 -0.014 -0.001 0.39
H -2.5853 -2.4835 1.7510 -0.006 -0.013 0.009 0.17
H -1.4549 -1.4180 -2.0068 -0.002 0.007 0.005 0.19
H -2.6717 4.7255 -2.0235 -0.003 -0.005 -0.003 0.39
S 1.5122 -1.7699 -2.7340 -0.008 -0.038 0.028 -0.09
H -0.3080 -2.1086 0.2512 0.016 -0.002 0.028 0.37
C -1.7867 -1.2820 6.3255 -0.011 0.009 -0.004 -0.91
C -0.0252 -2.6982 -3.0206 0.009 0.004 0.007 -0.61


Number 1: energy -63266.52384 eV. Number 2: energy -50734.62305 eV. Number 3: energy -45297.32937 eV. Number 4: energy -66067.97891 eV.